Model P:
Formula: C3H10NO2S
Source: the Open Molecules 2025 dataset
Level of theory: ωB97M-V/def2-TZVPD

XYZ file:
```
17
Properties=species:S:1:pos:R:3:mulliken_charge:R:1
C -0.49437 -0.00280 0.66480 -0.32
C -1.91135 -0.58910 0.92987 -0.79
S -2.08966 -1.39283 2.56410 -0.26
N -0.45357 0.65198 -0.59941 -0.42
C 0.78992 1.50943 -0.80436 -0.57
O 1.91241 0.79759 -0.84477 -0.89
H 0.15664 -0.89074 0.65792 0.23
H -0.13662 0.62080 1.49092 0.37
H -2.71341 0.01343 0.50384 0.48
H -1.88414 -1.43836 0.22823 0.25
H -2.46235 -0.36832 3.35156 0.09
H -0.50494 0.07058 -1.41819 0.28
H 0.76995 2.20769 0.08159 0.30
H 0.57040 1.99299 -1.79075 0.28
H 3.45556 -0.87188 -1.94745 0.28
H 2.19267 -0.77439 -1.38215 0.45
O 2.80285 -1.53607 -1.68576 -0.76
```

Results
LUMO level   3.0 eV
Gap between HOMO and LUMO   6.43 eV
Net charge   -1

Model Q:
Formula: C3H10NO2S
Source: the Open Molecules 2025 dataset
Level of theory: ωB97M-V/def2-TZVPD

XYZ file:
```
17
Properties=species:S:1:pos:R:3:mulliken_charge:R:1
C 0.73287 -0.55616 -0.17333 -0.26
C 2.21702 0.04129 -0.51673 -0.61
S 3.55598 -0.76676 0.22511 -0.26
N -0.47858 -0.16197 -0.97200 -0.55
C -1.82423 -0.84640 -0.40303 -0.50
O -2.14068 -0.38156 0.83018 -0.83
H 0.67338 -0.15623 0.93367 0.11
H 0.79378 -1.73462 -0.14747 0.22
H 2.41103 0.14281 -1.58301 0.39
H 2.13938 1.02113 0.10373 0.28
H 2.49273 -0.53852 2.01270 0.09
H -0.68037 0.84257 -0.85037 0.37
H -1.66139 -1.87129 -0.41042 0.45
H -2.52980 -0.50653 -1.17651 0.26
H -1.57985 2.57040 1.07737 0.23
H -2.08985 0.94235 0.63897 0.42
O -2.03142 1.95949 0.41115 -0.80
```

Results
LUMO level   1.8 eV
Gap between HOMO and LUMO   5.66 eV
Net charge   -1

Q: Which of them is the most stable? A: model P.

Model P:
Formula: C4H9NO2
Source: the Open Molecules 2025 dataset
Level of theory: ωB97M-V/def2-TZVPD

XYZ file:
```
16
Properties=species:S:1:pos:R:3:mulliken_spin:R:1
C 1.42007 1.35966 -0.78271 0.06
N 0.92082 0.70964 0.38836 0.01
C -0.38255 0.09736 0.51929 0.00
C -0.26132 -1.40417 0.91622 0.09
O -1.41448 -2.21187 0.72605 -0.04
C -1.15675 0.15556 -0.80096 0.66
O -2.33691 -0.38212 -0.90128 0.22
H 2.36676 1.85028 -0.51848 0.00
H 1.77503 0.66671 -1.55820 -0.01
H 0.76675 2.09687 -1.25892 -0.03
H 1.32008 1.00669 1.25851 -0.01
H -1.03055 0.58248 1.26958 0.04
H -0.16376 -1.44595 2.01674 -0.01
H 0.65310 -1.76280 0.44305 -0.02
H -1.88552 -1.71645 -0.01113 0.02
H -0.59077 0.39810 -1.70612 0.03
```

Results
LUMO level (spin up / spin down)   4.0 / 3.9 eV
2S+1   2
Gap between HOMO and LUMO (spin up / spin down)   4.22 / 7.38 eV
Net charge   -1

Model Q:
Formula: C4H9NO2
Source: the Open Molecules 2025 dataset
Level of theory: ωB97M-V/def2-TZVPD

XYZ file:
```
16
Properties=species:S:1:pos:R:3:mulliken_spin:R:1
C -0.82139 0.58609 0.37004 0.00
C -0.69585 -0.66214 1.23336 -0.07
C -1.35581 -1.88935 0.57586 0.77
O -1.72414 -1.84161 -0.67546 0.13
N 0.45815 1.26390 0.22268 0.00
C 1.38440 0.61723 -0.69363 0.01
O 2.36698 1.56622 -1.12102 -0.01
H -1.42945 1.35195 0.86477 0.00
H -1.23349 0.30272 -0.59838 0.04
H 0.38926 -0.84746 1.36919 0.00
H -1.08210 -0.47403 2.24334 -0.01
H -0.95996 -2.84824 0.95280 0.13
H 0.39410 2.21739 -0.08995 0.00
H 0.86756 0.18874 -1.56318 0.00
H 1.88800 -0.21990 -0.19990 0.00
H 3.01175 1.57982 -0.39835 0.00
```

Results
LUMO level (spin up / spin down)   3.5 / 3.5 eV
2S+1   2
Gap between HOMO and LUMO (spin up / spin down)   3.30 / 6.36 eV
Net charge   -1

Q: Which of them is the most stable? A: model P.

Model P:
Formula: C4H9N3O2
Source: the Open Molecules 2025 dataset
Level of theory: ωB97M-V/def2-TZVPD

XYZ file:
```
18
Properties=species:S:1:pos:R:3:mulliken_charge:R:1
H 2.03350 1.11129 -0.87111 0.27
N 1.01567 1.09144 -0.82925 -0.63
C 0.52623 -0.07321 -0.73917 0.14
N 1.19504 -1.25611 -0.68381 -0.08
O 2.56210 -1.34863 -0.93690 -0.46
C -0.97127 -0.27606 -0.66557 0.97
C -1.77774 0.98324 -0.75506 -1.15
O -1.43709 -1.39451 -0.73427 -0.68
H 0.67176 -2.11972 -0.75652 0.26
H 2.71920 -1.22081 -1.88765 0.33
H -1.81274 1.27540 -1.80402 0.32
H -1.29321 1.77692 -0.20172 0.28
H -2.78946 0.80950 -0.40202 0.37
C 0.15203 0.40529 2.32820 -0.35
N -0.71552 -0.18154 1.64849 -0.31
H 0.67256 1.23441 1.86545 0.27
H 0.44502 0.15435 3.35132 0.27
H -1.19608 -0.97121 2.07364 0.18
```

Results
LUMO level   0.7 eV
Gap between HOMO and LUMO   10.01 eV
SMILES   [H]/N=C(\NO)C(C)=O.C=N

Model Q:
Formula: C4H9N3O2
Source: the Open Molecules 2025 dataset
Level of theory: ωB97M-V/def2-TZVPD

XYZ file:
```
18
Properties=species:S:1:pos:R:3:mulliken_charge:R:1
N 1.24722 1.27382 -1.58177 -0.45
N 2.01394 0.09696 -1.30191 -0.49
C 1.56220 -0.77851 -0.53252 -0.13
N 0.35553 -0.94683 0.13196 0.11
O 0.40635 -2.22530 0.73622 -0.47
C -0.24513 0.00901 1.01611 0.18
C -1.70537 -0.25135 1.20455 -0.80
C -1.19046 0.90315 0.34062 -0.20
O -1.42505 0.78115 -1.00480 -0.57
H 0.99470 1.65213 -0.69053 0.21
H 1.88498 1.91594 -2.05008 0.29
H 2.23650 -1.59981 -0.34830 0.42
H -0.17687 -2.81803 0.14993 0.35
H 0.24240 0.32642 1.93869 0.26
H -2.22343 -0.10816 2.15697 0.26
H -1.99315 -1.11238 0.62168 0.21
H -1.37182 1.89513 0.75846 0.29
H -0.61253 0.98666 -1.54528 0.51
```

Results
LUMO level   0.9 eV
Gap between HOMO and LUMO   9.79 eV
SMILES   N/N=C\N(O)[C@@H]1C[C@@H]1O

Model R:
Formula: C4H9N3O2
Source: the Open Molecules 2025 dataset
Level of theory: ωB97M-V/def2-TZVPD

XYZ file:
```
18
Properties=species:S:1:pos:R:3:mulliken_charge:R:1
C 0.91419 1.54144 -1.71599 -0.73
O 1.11068 0.75993 -0.54792 -0.49
C 0.69574 -0.76758 -0.56022 0.91
N 1.60734 -1.46177 0.19182 -0.44
O 0.03849 -1.23215 -1.45852 -0.62
H 1.86895 1.95723 -2.03733 0.22
H 0.40146 0.98173 -2.50297 0.32
H 0.32387 2.40977 -1.40979 0.30
H 2.38535 -0.93578 0.55654 0.24
H 1.82851 -2.38897 -0.13412 0.27
C -1.54527 -0.79346 1.79259 -0.98
N -1.11882 -0.16284 0.54044 -0.25
C -0.85092 1.19967 0.53801 0.49
N -1.15516 2.30135 0.75960 -0.58
H -0.73644 -0.78386 2.52398 0.27
H -1.84847 -1.81655 1.57718 0.34
H -2.39790 -0.24117 2.18609 0.36
H -1.52162 -0.56697 -0.29940 0.35
```

Results
LUMO level   0.7 eV
Gap between HOMO and LUMO   10.19 eV
SMILES   COC(N)=O.CNC#N

Q: Which of them is the most stable? A: model R.

Model P:
Formula: C10H11N2
Source: the Open Molecules 2025 dataset
Level of theory: ωB97M-V/def2-TZVPD

XYZ file:
```
23
Properties=species:S:1:pos:R:3:mulliken_charge:R:1
C -3.78249 1.26115 0.74243 -0.24
N -2.63603 1.50224 0.31863 -0.14
C -1.70587 2.12313 -0.28324 -0.04
C -0.31891 2.22352 -0.47585 -0.52
C 0.76489 1.43549 -0.13429 0.61
N 1.85766 2.08302 -0.36028 -0.45
C 3.11783 1.66130 -0.04520 -0.21
C 3.33505 0.40251 0.54996 -0.63
C 2.22075 -0.39281 0.65040 -0.39
C 0.90346 0.00632 0.20651 0.55
C -0.09540 -0.89854 -0.26107 -0.17
C 0.07042 -2.26620 -0.79207 -1.07
H -3.98783 1.68985 1.71037 0.29
H -4.58168 0.65076 0.16470 0.25
H -2.27184 2.88554 -0.78471 0.38
H -0.16618 3.19615 -0.98673 0.32
H 3.91926 2.37527 -0.12043 0.41
H 4.31357 0.04457 0.86973 0.41
H 2.14954 -1.35918 1.08309 0.53
H -1.08232 -0.43564 -0.26793 0.10
H -0.14238 -2.28700 -1.91319 0.32
H -0.75934 -2.89283 -0.37213 0.32
H 1.06557 -2.63009 -0.56013 0.35
```

Results
LUMO level (spin up / spin down)   -5.5 / -5.5 eV
Gap between HOMO and LUMO (spin up / spin down)   6.22 / 6.23 eV
SMILES   C=N/C=C\C1=[N+]=CC=C/C1=C\C
Net charge   +1

Model Q:
Formula: C10H11N2
Source: the Open Molecules 2025 dataset
Level of theory: ωB97M-V/def2-TZVPD

XYZ file:
```
23
Properties=species:S:1:pos:R:3:mulliken_charge:R:1
C -1.68774 1.15162 3.31419 -0.64
C -0.59128 0.24629 3.37645 -0.41
C -2.20741 1.32795 2.00935 -0.27
C -0.05567 -0.39550 2.28063 -0.48
C -1.75757 0.63097 0.90293 -0.55
C -0.65777 -0.25738 1.03053 0.51
C -0.22521 -1.01528 -0.13188 0.80
C 1.44274 -2.32746 -0.71970 -0.27
C 0.60095 -0.33752 -1.26250 -0.17
C 1.65403 1.70299 -4.54696 -0.81
N 0.49167 -2.23024 0.10821 -0.40
N 1.49703 -1.22907 -1.57363 0.05
H -2.19157 1.67200 4.14861 0.38
H -0.11230 0.03720 4.32213 0.37
H -2.97960 2.13577 1.92431 0.30
H 0.72693 -1.11726 2.50702 0.35
H -2.21601 0.94369 -0.07010 0.29
H -1.09875 -1.34159 -0.79038 0.44
H 2.05890 -3.30122 -0.87953 0.36
H 1.94555 1.57522 -3.50817 0.28
H 2.44955 1.49258 -5.25190 0.29
H 0.64444 1.69740 -4.96829 0.29
H 2.26910 -1.06117 -2.22129 0.30
```

Results
LUMO level (spin up / spin down)   -5.3 / -7.8 eV
Gap between HOMO and LUMO (spin up / spin down)   7.57 / 4.24 eV
Net charge   +1

Q: Which of them is the most stable? A: model P.

Model P:
Formula: C3H7NO
Source: the Open Molecules 2025 dataset
Level of theory: ωB97M-V/def2-TZVPD

XYZ file:
```
12
Properties=species:S:1:pos:R:3:mulliken_spin:R:1
C 4.11645 -1.27059 0.87757 0.00
N 3.37046 -1.23946 -0.19332 0.00
H 4.57780 -2.21100 0.95588 0.00
H 4.17016 -0.34148 1.62944 0.00
H 2.70442 -0.48809 0.03290 0.00
C -3.48531 0.22240 -0.87833 0.46
C -2.64959 1.01630 -0.16352 0.25
O -1.34790 0.76484 0.13837 0.24
H -4.32423 0.68185 -1.49916 0.02
H -3.23060 -0.83566 -1.15478 0.03
H -2.94747 2.01816 0.04345 0.01
H -0.95419 1.68273 0.21151 -0.01
```

Results
LUMO level (spin up / spin down)   -5.5 / -9.3 eV
2S+1   2
Gap between HOMO and LUMO (spin up / spin down)   6.88 / 3.10 eV
Net charge   +1

Model Q:
Formula: C3H7NO
Source: the Open Molecules 2025 dataset
Level of theory: ωB97M-V/def2-TZVPD

XYZ file:
```
12
Properties=species:S:1:pos:R:3:mulliken_spin:R:1
C -1.65364 -2.01141 0.88741 -0.01
N -0.47606 -1.76977 0.51869 0.77
H -2.00603 -2.87553 1.45582 0.06
H -2.47672 -1.29281 0.73225 0.08
H -0.39417 -1.34095 -0.42614 0.02
O 1.29617 -0.28921 -1.24733 0.06
C 1.28892 0.54079 -0.37907 0.00
C 0.76163 1.94200 -0.53576 0.01
H 1.68092 0.29050 0.62923 0.00
H 0.37812 2.06218 -1.54160 0.00
H 0.00889 2.12633 0.23152 0.00
H 1.59198 2.61787 -0.32502 0.00
```

Results
LUMO level (spin up / spin down)   -6.5 / -9.5 eV
2S+1   2
Gap between HOMO and LUMO (spin up / spin down)   7.84 / 4.40 eV
Net charge   +1

Q: Which of them is the most stable? A: model Q.

Model P:
Formula: BrHNO3S
Source: the Open Molecules 2025 dataset
Level of theory: ωB97M-V/def2-TZVPD

XYZ file:
```
7
Properties=species:S:1:pos:R:3:mulliken_charge:R:1
N 0.30002 -0.48898 0.62727 -0.56
O -3.86404 0.95291 1.31140 -0.49
O -4.48709 -0.99527 -0.07612 -0.53
O -3.82168 1.12083 -1.14749 -0.50
S -3.78656 0.27019 0.03045 0.91
Br -1.42507 -0.83072 0.03118 0.05
H 0.76476 0.01640 -0.13551 0.13
```

Results
LUMO level (spin up / spin down)   3.0 / 3.0 eV
Gap between HOMO and LUMO (spin up / spin down)   6.79 / 6.80 eV
Net charge   -1

Model Q:
Formula: BrHNO3S
Source: the Open Molecules 2025 dataset
Level of theory: ωB97M-V/def2-TZVPD

XYZ file:
```
7
Properties=species:S:1:pos:R:3:mulliken_charge:R:1
N -1.33519 -0.28847 -0.32351 -0.57
O 1.75557 -0.39082 -0.59887 -0.51
O 1.01294 0.56365 1.50960 -0.54
O 0.81706 1.89648 -0.48428 -0.52
S 0.95089 0.57600 0.06632 1.10
Br -1.37488 -2.13955 -0.74915 -0.17
H -1.82638 -0.21729 0.57990 0.21
```

Results
LUMO level (spin up / spin down)   3.5 / 3.5 eV
Gap between HOMO and LUMO (spin up / spin down)   7.71 / 7.70 eV
Net charge   -1

Q: Which of them is the most stable? A: model Q.

Model P:
Formula: C5H3N3
Source: the Open Molecules 2025 dataset
Level of theory: ωB97M-V/def2-TZVPD

XYZ file:
```
11
Properties=species:S:1:pos:R:3:mulliken_charge:R:1
C -0.51153 1.77711 -2.42286 -0.30
C -0.19118 0.74575 -1.70907 -0.47
C 0.14944 0.05441 -0.47995 0.74
C -0.65324 -0.02004 0.53199 0.24
N -0.52643 -0.90008 1.58238 -0.47
C 0.66020 -1.39588 1.79000 0.03
N 1.66123 -1.17901 0.88285 -0.50
N 1.34080 -0.46136 -0.26177 -0.24
H -1.23743 2.45178 -3.18630 0.31
H -1.52817 0.85351 0.58004 0.25
H 0.83631 -1.92619 2.69269 0.42
```

Results
LUMO level   -0.6 eV
Gap between HOMO and LUMO   9.03 eV
SMILES   C#Cc1cncnn1

Model Q:
Formula: C5H3N3
Source: the Open Molecules 2025 dataset
Level of theory: ωB97M-V/def2-TZVPD

XYZ file:
```
11
Properties=species:S:1:pos:R:3:mulliken_charge:R:1
H -2.78005 -1.88669 0.00474 0.32
N -2.86096 -0.75592 0.26177 -0.55
C -1.72497 -0.17147 -0.14829 0.49
N -1.48303 1.22252 -0.13429 -0.43
C -0.28185 1.40645 0.00774 -0.14
C 0.35835 -0.05241 -0.05858 0.65
C 1.84350 -0.13325 -0.21920 -0.46
C 3.02398 -0.42604 0.10999 -0.17
N -0.47200 -1.06045 -0.37202 -0.47
H 0.26348 2.28821 -0.03217 0.45
H 4.11355 -0.43096 0.58032 0.31
```

Results
LUMO level   -1.4 eV
Gap between HOMO and LUMO   8.69 eV
SMILES   [H]/N=C1/N=CC(C#C)=N1

Q: Which of them is the most stable? A: model Q.